C23H44F3IN3O15S | wB97M-V/def2-TZVPD

The geometry in XYZ format:
```
90
Properties=species:S:1:pos:R:3:forces:R:3
C 6.5679 -4.0973 0.7533 -0.9 -0.7 -2.2
C 6.0682 -4.3698 -0.5247 2.4 -0.2 1.8
N 4.6544 -4.2805 -0.9536 0.7 3.2 -0.4
C 4.3300 -3.0463 -1.6111 -1.2 -0.8 1.6
N 5.0516 -2.6486 -2.6600 -0.3 -0.2 0.6
C 4.8232 -1.4385 -3.4513 0.7 2.1 -2.6
F 5.5599 -1.6046 -4.6488 -1.5 0.0 2.8
F 5.3751 -0.2860 -2.8527 -1.9 -2.9 -1.1
F 3.5023 -1.2496 -3.8478 3.1 -0.4 1.6
N 3.1669 -2.2432 -1.1667 1.5 -2.6 -0.3
C 3.2812 -1.9895 0.3035 1.6 1.0 1.7
C 2.7959 -0.4957 0.7387 -0.6 0.2 -1.2
C 2.8522 0.4498 -0.5647 0.8 -0.9 0.7
I 2.6008 2.5794 -0.0394 0.0 -1.2 -0.2
C 1.9721 -3.0716 -1.5405 -2.1 0.4 -1.7
C 0.6363 -2.7395 -0.7256 -0.4 -1.0 -0.1
C 0.3564 -3.8812 0.3917 0.3 -0.4 -0.5
C -0.8439 -4.8393 -0.1221 1.6 1.2 -0.7
S -2.4317 -3.9813 0.2754 -5.1 -2.0 3.9
O -2.3649 -3.5461 1.7030 0.9 0.0 -3.9
O -3.6147 -4.8885 0.0691 3.6 2.1 -0.8
O -2.7006 -2.6245 -0.6641 1.4 -1.7 0.2
H 7.6938 -4.2213 0.9179 -1.9 0.2 -0.2
H 5.9169 -3.8231 1.6386 0.9 -0.3 -1.3
H 6.8141 -4.7459 -1.3086 -1.4 0.7 1.1
H 3.9872 -4.5248 -0.2124 0.3 0.4 -0.4
H 5.8539 -3.2419 -2.9477 -0.7 0.7 0.0
H 4.4096 -2.0002 0.5436 -1.6 0.0 -0.3
H 2.8162 -2.7830 0.9713 0.3 0.9 -1.0
H 1.7234 -0.5377 1.1440 1.7 0.2 -0.4
H 3.5071 -0.0443 1.4986 -1.0 -0.9 -0.7
H 2.0843 0.1171 -1.3302 1.1 0.8 0.9
H 3.9300 0.3822 -0.9466 -1.8 0.2 0.2
H 2.1271 -4.1982 -1.5018 0.1 1.3 0.2
H 1.7457 -2.8261 -2.6436 0.5 -0.4 1.6
H 0.5682 -1.6819 -0.3232 0.3 -1.3 -0.5
H -0.2273 -2.8445 -1.4779 1.4 0.4 1.0
H 1.2663 -4.5823 0.4897 -1.2 1.1 -0.2
H 0.1772 -3.4583 1.4288 -0.1 -0.6 -1.4
H -0.7403 -5.8753 0.3274 -1.0 1.4 -0.2
H -0.7639 -4.9415 -1.2582 -0.2 0.1 1.5
H -2.8422 -2.8752 -1.6123 -0.1 0.0 0.9
C 5.9514 4.7058 1.3510 0.3 -0.1 -0.3
O 4.9985 4.7263 2.4120 -0.1 0.1 0.2
C 5.1531 5.7470 3.2719 -0.1 0.0 0.1
O 5.9991 6.6018 3.2098 -0.2 -0.3 0.0
O 4.2004 5.6466 4.2111 0.2 -0.1 -0.4
C 4.2437 6.6749 5.2001 -0.1 0.3 0.4
H 5.7320 3.8427 0.7202 -0.2 0.1 0.3
H 5.8687 5.6078 0.7412 0.1 0.0 0.2
H 6.9643 4.5971 1.7441 -0.1 0.2 0.0
H 4.0933 7.6552 4.7437 0.2 -0.1 0.0
H 5.1884 6.6444 5.7466 0.0 0.1 -0.2
H 3.4315 6.4933 5.9040 0.0 -0.2 -0.2
C -5.0586 -0.4602 0.1736 -0.2 -0.5 -0.3
O -4.7911 0.6867 0.9827 0.5 0.3 -0.4
C -4.1422 1.6627 0.3411 0.0 0.0 0.4
O -3.7856 1.6257 -0.8116 -0.2 0.3 0.6
O -3.9489 2.6902 1.1929 0.7 -0.8 -0.9
C -3.2568 3.7977 0.6142 0.3 0.5 -0.1
H -5.5836 -1.1898 0.7904 0.1 0.3 0.2
H -5.7011 -0.1956 -0.6690 0.2 0.1 0.0
H -4.1286 -0.9104 -0.1774 -0.2 0.2 0.0
H -3.8277 4.2176 -0.2164 0.1 -0.2 0.0
H -2.2589 3.4999 0.2857 -0.2 0.0 -0.1
H -3.1528 4.5631 1.3835 -0.1 -0.3 0.1
C -6.1022 2.4477 2.8149 0.0 0.3 0.3
O -7.4469 2.9358 2.8344 -0.5 -0.1 0.3
C -8.2837 2.2139 3.5939 0.0 0.2 -0.1
O -7.9945 1.2306 4.2293 -0.1 0.3 -0.2
O -9.5007 2.7770 3.5231 0.3 -0.1 0.0
C -10.5001 2.1075 4.2896 -0.4 -0.1 0.2
H -5.5158 3.1044 2.1730 -0.9 0.0 0.4
H -5.6696 2.4706 3.8184 -0.1 -0.1 0.0
H -6.0665 1.4441 2.4044 -0.1 0.1 0.3
H -10.2423 2.1162 5.3506 0.1 -0.1 -0.1
H -10.6374 1.0842 3.9342 0.1 0.1 0.1
H -11.4377 2.6477 4.1575 0.2 0.1 -0.1
C -0.4239 -1.3805 -6.7304 0.2 -0.1 -0.4
O -1.3881 -1.2674 -5.6849 0.0 0.2 0.3
C -1.2044 -0.2085 -4.8783 -0.3 0.0 0.1
O -0.3237 0.6091 -4.9737 -0.1 -0.3 0.0
O -2.1714 -0.2218 -3.9487 0.4 -0.2 -0.4
C -2.1032 0.8576 -3.0113 -0.3 0.2 0.4
H -0.6703 -2.2668 -7.3154 -0.2 0.1 0.2
H -0.4645 -0.5101 -7.3879 0.1 0.0 0.2
H 0.5796 -1.5061 -6.3177 -0.1 0.2 0.0
H -2.2109 1.8175 -3.5202 0.2 -0.1 0.0
H -1.1663 0.8211 -2.4497 0.0 0.1 -0.2
H -2.9302 0.7444 -2.3097 0.3 -0.2 -0.5
```
Forces are in eV/Å.

Results
**Energy**: -86824.1939 eV
**2S+1**: 1
**Highest occupied orbital energy**: -11.690 eV
**Total charge**: +1